Record 1
7 unconnected molecules or ions with the total composition C28H46B2NO22. Source: the Open Molecules 2025 dataset; level of theory: wB97M-V/def2-TZVPD.

Structure (XYZ):
```
99
Properties=species:S:1:pos:R:3:forces:R:3:mulliken_charge:R:1
C 4.53618 -0.98889 1.00599 -0.4 -0.5 -0.5 -1.023
B 3.85389 -1.36558 -0.36424 0.0 -0.2 0.0 0.423
O 4.32358 -2.51577 -1.02617 -0.7 -0.4 0.5 -0.603
C 2.66552 -0.60639 -1.08532 -0.2 0.6 0.0 1.795
B 3.00261 -0.61590 -2.62944 0.6 0.1 0.3 0.726
O 2.12307 -1.03200 -3.56604 -0.1 -0.2 -0.7 -0.680
O 4.22886 -0.13674 -3.08147 -0.2 0.8 0.2 -0.702
C 1.33216 -1.34643 -0.86027 0.4 0.2 0.4 -3.013
C 0.57843 -0.99415 0.44161 0.0 -1.1 0.0 2.676
C -0.85506 -0.60097 0.10257 0.0 -0.1 0.1 -1.753
C 0.49747 -2.27421 1.27701 0.0 0.3 0.1 -2.104
N 1.27647 0.01312 1.28674 -1.5 0.7 -0.9 0.976
O 0.61389 0.29435 2.35019 0.6 -0.3 0.2 -0.706
C 1.80625 1.22398 0.60875 1.6 0.8 0.5 2.286
C 2.85575 1.84862 1.58881 -0.4 -0.7 0.0 -1.501
C 0.75238 2.29994 0.37436 -0.1 0.1 -0.1 -2.142
C 2.49317 0.90369 -0.73238 -0.3 -0.8 -0.4 -2.014
H 3.77232 -0.77212 1.74612 0.0 0.4 0.1 0.332
H 5.09777 -1.84335 1.36221 0.4 -0.1 0.1 0.275
H 5.19218 -0.13562 0.86578 0.2 0.2 0.2 0.278
H 3.74740 -3.26574 -0.79212 0.5 0.2 -0.4 0.319
H 2.46204 -0.82021 -4.45307 -0.2 -0.2 0.4 0.289
H 4.52072 0.58749 -2.50323 0.2 -0.5 -0.2 0.321
H 1.55173 -2.41061 -0.84634 -0.1 -0.3 -0.1 0.156
H 0.64916 -1.21094 -1.68785 0.0 0.2 -0.3 0.556
H -1.29449 -1.46428 -0.37915 -0.1 -0.2 -0.2 0.084
H -0.94124 0.21928 -0.59905 0.0 0.3 0.0 0.313
H -1.42877 -0.43417 1.00577 0.0 0.4 0.2 0.432
H -0.03437 -2.10355 2.20559 0.0 0.1 0.2 0.268
H -0.04310 -3.03082 0.72042 0.1 -0.2 -0.2 0.403
H 1.50515 -2.60786 1.49854 0.2 -0.3 0.1 0.552
H 2.77503 1.35807 2.54914 -0.1 0.1 0.3 0.265
H 2.66704 2.90111 1.72540 0.0 0.3 0.1 0.329
H 3.86951 1.70010 1.24692 0.2 0.1 -0.2 0.253
H 0.10424 2.10505 -0.47124 -0.2 -0.2 0.0 0.031
H 0.18973 2.51377 1.27306 -0.2 -0.2 0.3 0.468
H 1.28899 3.21071 0.13724 0.1 0.2 -0.2 0.768
H 3.46724 1.37913 -0.77985 0.2 0.3 0.2 0.949
H 1.90721 1.36348 -1.52718 -0.2 0.1 -0.1 -0.262
C 1.87787 2.24986 -5.84219 0.0 -0.1 -0.2 -0.323
C 1.60908 3.73370 -5.95589 0.2 0.1 -0.1 -0.451
O 0.63029 3.94004 -4.92996 0.1 0.0 0.1 -0.352
C 0.75215 2.95361 -4.01888 -0.1 0.0 -0.1 0.411
O 0.19277 2.92915 -2.96762 0.0 0.0 0.0 -0.487
O 1.59135 1.98911 -4.46211 0.0 0.1 0.0 -0.107
H 2.90344 1.97643 -6.07885 0.0 0.0 0.2 0.359
H 1.19584 1.65819 -6.45548 0.0 0.0 0.0 0.246
H 2.48654 4.34209 -5.72661 0.0 -0.1 0.1 0.318
H 1.21326 4.02099 -6.92312 -0.2 0.1 0.1 0.307
C 0.66568 -4.11661 6.14751 0.0 0.0 0.3 -0.287
C 1.28166 -3.33876 5.01599 0.1 0.3 -0.1 0.100
O 1.55999 -4.36501 4.04840 -0.1 -0.1 0.2 -0.309
C 0.72536 -5.40272 4.29226 0.0 0.1 0.0 0.683
O 0.58000 -6.33810 3.57234 0.0 0.0 0.0 -0.567
O 0.06847 -5.22880 5.46605 0.1 0.0 -0.1 -0.326
H -0.07969 -3.54370 6.68555 -0.1 -0.1 0.0 0.231
H 1.40912 -4.49525 6.85270 0.0 -0.1 -0.1 0.251
H 0.58888 -2.61968 4.58023 0.0 0.0 0.0 -0.021
H 2.19396 -2.82191 5.30157 0.1 -0.1 -0.1 0.310
C -4.21361 -4.67103 -2.34078 -0.1 -0.1 0.0 -0.367
C -3.56633 -4.72074 -0.97234 -0.1 -0.1 0.1 -0.286
O -2.33446 -4.03040 -1.19449 -0.1 0.0 0.0 -0.229
C -2.48905 -3.21372 -2.26655 0.1 0.0 0.0 0.536
O -1.70357 -2.39112 -2.60109 -0.1 0.0 -0.1 -0.404
O -3.66401 -3.47147 -2.89542 0.0 0.0 0.1 -0.348
H -5.29797 -4.60922 -2.30212 0.0 0.2 -0.1 0.302
H -3.92425 -5.51397 -2.97054 0.0 0.0 0.0 0.255
H -4.14142 -4.17985 -0.21830 0.0 0.0 0.0 0.251
H -3.37709 -5.73138 -0.62071 0.2 0.0 0.0 0.285
C -3.08794 2.12781 -5.35180 -0.1 -0.1 0.2 -0.267
C -4.09540 2.96511 -6.11326 -0.1 -0.1 0.0 -0.342
O -3.28433 4.02745 -6.62938 0.1 -0.1 0.0 -0.338
C -2.00710 3.58788 -6.69336 0.1 0.0 0.2 0.645
O -1.10865 4.16587 -7.21247 -0.1 0.1 -0.3 -0.518
O -1.87725 2.39470 -6.06732 0.0 0.0 -0.1 -0.260
H -3.31086 1.06450 -5.36528 0.1 0.0 -0.1 0.301
H -2.96261 2.45487 -4.31858 0.0 0.0 0.0 0.219
H -4.54041 2.42543 -6.95109 0.0 0.0 0.0 0.254
H -4.88653 3.36379 -5.48417 0.1 0.2 0.0 0.303
C -0.46299 7.05800 2.77310 -0.1 0.1 0.0 -0.350
C -0.39741 5.98101 1.71087 -0.1 0.0 -0.1 -0.340
O 0.90017 5.42087 1.92619 0.0 0.1 0.1 -0.204
C 1.26449 5.66878 3.20982 0.0 0.0 0.0 0.628
O 2.20949 5.19568 3.74687 0.0 0.0 0.0 -0.512
O 0.39673 6.53685 3.79002 0.0 0.0 -0.1 -0.345
H -1.46412 7.21483 3.16602 0.1 -0.1 0.1 0.294
H -0.05986 8.01152 2.42664 0.0 0.0 0.0 0.253
H -1.14571 5.20006 1.85811 0.0 0.0 0.0 0.251
H -0.48050 6.36837 0.69877 0.2 -0.1 0.0 0.356
C -3.90055 -3.53375 6.16470 -0.1 -0.2 0.1 -0.335
C -4.29931 -2.58559 5.05518 -0.1 0.0 -0.1 -0.266
O -3.33345 -1.53953 5.18757 -0.1 -0.1 0.0 -0.345
C -2.24233 -2.04700 5.80360 0.0 0.1 -0.1 0.675
O -1.20466 -1.47881 5.90078 0.1 -0.1 0.1 -0.515
O -2.49506 -3.29064 6.28680 -0.1 0.2 -0.1 -0.309
H -4.08374 -4.57817 5.92726 0.2 0.0 0.0 0.304
H -4.38117 -3.29111 7.11392 0.0 0.0 0.0 0.250
H -4.19792 -3.03362 4.06500 0.0 0.0 0.0 0.197
H -5.30532 -2.19051 5.16820 0.1 0.2 0.0 0.307
```
Forces are in eV/Å.

## Properties
**HOMO-LUMO gap (spin up / spin down)**: 7.946 / 9.024 eV
**2S+1**: 2
**E**: -2854.4112 Eh

=====

Record 2
A molecular structure, C10H27AuCl2N2PS. Source: the Open Molecules 2025 dataset; level of theory: wB97M-V/def2-TZVPD.

Structure (XYZ):
```
44
Properties=species:S:1:pos:R:3:forces:R:3:mulliken_charge:R:1
Au -0.04596 0.18574 3.08781 -1.5 -0.5 0.1 -0.039
Cl 1.24037 -0.55471 1.35678 0.5 -0.1 -0.2 -0.313
Cl -2.11846 -1.10191 3.92614 0.6 0.4 -0.2 -0.598
H -0.35635 1.50832 3.94286 -1.0 0.7 -0.2 -0.007
H 1.06635 0.70240 4.17459 1.3 -0.4 0.8 -0.121
P 0.09282 0.06571 -1.86712 -0.2 -0.1 0.9 0.242
C 1.76753 -0.51746 -2.45124 -0.1 0.1 -0.2 0.694
C -1.11185 -0.84571 -2.94338 0.4 0.2 -0.7 0.689
C 0.09020 1.81738 -2.48213 0.1 0.0 -0.1 0.537
C 2.31937 -1.56771 -1.49353 0.2 0.2 0.6 -1.048
H 2.39257 0.38773 -2.34820 -0.1 -0.2 0.0 0.304
C 1.87729 -1.01614 -3.88735 0.4 0.0 -0.2 -1.508
H 1.32834 -1.95013 -4.04086 0.0 0.1 0.0 0.226
H 2.93641 -1.22208 -4.09353 -0.1 -0.1 -0.1 0.457
H 1.53710 -0.29391 -4.63203 0.0 -0.1 0.1 0.264
H 2.29777 -1.18942 -0.46181 0.1 -0.2 -0.6 0.085
H 3.36156 -1.80804 -1.73152 -0.1 -0.1 -0.2 0.424
H 1.73227 -2.48932 -1.48927 0.0 0.0 -0.1 0.214
H 1.09117 2.17612 -2.18444 -0.3 -0.1 0.0 0.304
C -0.93488 2.64956 -1.70225 0.0 0.2 0.1 -1.534
C -0.04189 2.02728 -3.98638 0.0 0.5 -0.1 -1.361
H 0.76340 1.55907 -4.55829 -0.1 0.0 0.1 0.222
H 0.00777 3.10649 -4.18582 -0.1 -0.1 -0.1 0.481
H -0.99643 1.66391 -4.37887 0.1 0.0 0.1 0.166
H -0.81507 2.52437 -0.62206 0.0 -0.1 -0.1 0.376
H -1.96534 2.38310 -1.95227 0.1 0.0 0.0 0.241
H -0.81243 3.71519 -1.92893 0.0 -0.1 0.0 0.449
C -1.11951 -2.33160 -2.57708 -0.1 -0.2 0.1 -1.646
H -0.74903 -0.71798 -3.97633 -0.3 -0.2 0.0 0.348
C -2.52668 -0.27881 -2.82547 -0.2 0.0 0.0 -1.682
H -0.16119 -2.83888 -2.72106 0.0 0.2 0.0 0.289
H -1.85525 -2.86623 -3.19040 0.0 0.1 0.0 0.418
H -1.40477 -2.47325 -1.52779 0.1 0.1 -0.1 0.366
H -2.85446 -0.25074 -1.77984 0.1 0.0 -0.1 0.376
H -3.23271 -0.91972 -3.36846 0.1 0.0 0.1 0.431
H -2.64424 0.72835 -3.23549 0.2 -0.1 0.1 0.276
N 0.03183 -1.15726 8.77164 0.3 0.8 0.8 -0.417
C -0.00946 0.02576 8.09737 -0.6 -1.6 -0.7 0.451
N 0.04616 1.16048 8.78076 0.3 0.1 2.9 -0.400
S -0.21577 0.00725 6.47124 0.2 0.1 -0.4 -0.405
H 0.00503 -1.22982 9.77194 0.0 0.0 0.0 0.164
H -0.01777 -1.96526 8.20463 -0.1 -0.6 -0.3 0.199
H -0.00081 1.96295 8.22639 -0.1 1.3 -0.6 0.202
H 0.00500 1.22893 9.81109 0.1 -0.1 -1.2 0.184
```
Forces are in eV/Å.

## Properties
**HOMO-LUMO gap (spin up / spin down)**: 4.652 / 6.506 eV
**2S+1**: 3
**E**: -2302.2893 Eh
**Charge**: -1

=====

Record 3
A single C17H26N4O3 molecule. Source: the Open Molecules 2025 dataset; level of theory: wB97M-V/def2-TZVPD.

Structure (XYZ):
```
50
Properties=species:S:1:pos:R:3:forces:R:3:mulliken_charge:R:1
C 3.92867 1.49381 1.88721 0.0 0.0 0.0 -1.092
N 3.72728 0.09265 1.56160 0.0 0.0 0.0 -0.052
C 4.56974 -0.74015 2.40925 0.0 0.0 0.0 -0.472
C 4.46295 -2.21203 2.04902 0.0 0.0 0.0 -0.790
C 3.01486 -2.67137 2.15148 0.0 0.0 0.0 -0.765
C 2.12827 -1.76229 1.31274 0.0 0.0 0.0 -0.835
C 2.33092 -0.28843 1.68868 0.0 0.0 0.0 0.122
C 1.44266 0.52340 0.74339 -0.1 -0.3 -0.1 0.125
O 1.86399 0.94312 -0.31913 0.0 0.0 0.0 -0.655
N 0.11545 0.64721 1.07686 0.1 0.3 0.1 0.568
C -0.70940 1.39360 0.13362 0.0 0.0 0.0 -1.692
C -1.36356 0.48228 -0.90365 0.0 0.0 0.0 0.224
C -2.41905 1.24178 -1.67778 0.0 0.0 0.0 0.360
O -3.30883 1.85094 -1.11131 0.0 0.0 0.0 -0.680
N -2.30055 1.20272 -3.03268 0.0 0.0 0.0 -0.189
C -3.25621 1.85107 -3.90880 0.0 0.0 0.0 -0.728
C -4.03773 0.86697 -4.71100 0.0 0.0 0.0 0.664
N -3.89983 0.58175 -5.95976 -0.1 0.0 0.0 -0.589
C -4.83859 -0.41827 -6.19344 0.0 0.0 0.0 -0.315
C -5.49107 -0.67805 -5.04724 0.0 0.0 0.0 -0.197
O -4.98713 0.14181 -4.07889 0.0 0.0 0.0 -0.280
C -0.39673 0.32544 2.38800 0.1 0.3 0.1 -0.045
C -1.84915 0.47434 2.70975 -0.1 -0.2 0.0 -0.900
C -1.22146 -0.89761 2.66414 0.0 -0.1 0.0 -0.666
H 3.37450 2.12447 1.19641 0.0 0.0 0.0 0.273
H 3.61680 1.72749 2.92079 0.0 0.0 0.0 0.343
H 4.98722 1.73643 1.79393 0.0 0.0 0.0 0.375
H 5.59865 -0.39461 2.29355 0.0 0.0 0.0 0.460
H 4.30426 -0.60717 3.47719 0.0 0.0 0.0 0.332
H 4.82426 -2.35416 1.02716 0.0 0.0 0.0 0.330
H 5.10537 -2.79524 2.71176 0.0 0.0 0.0 0.383
H 2.90777 -3.70786 1.82570 0.0 0.0 0.0 0.351
H 2.69315 -2.62992 3.19820 0.0 0.0 0.0 0.342
H 2.37747 -1.86881 0.25328 0.0 0.0 0.0 0.361
H 1.07523 -2.02142 1.43697 0.0 0.0 0.0 0.161
H 2.00644 -0.14985 2.73359 0.0 0.0 0.0 0.474
H -1.47461 1.94204 0.67371 0.0 0.0 0.0 0.478
H -0.06504 2.10920 -0.37388 0.0 0.0 0.0 0.486
H -0.59836 0.05735 -1.55495 0.0 0.0 0.0 0.232
H -1.87729 -0.34178 -0.40206 0.0 0.0 0.0 0.120
H -1.53381 0.69767 -3.44241 0.0 0.0 0.0 0.253
H -3.91947 2.43020 -3.26775 0.0 0.0 0.0 0.348
H -2.75287 2.51976 -4.60516 0.0 0.0 0.0 0.330
H -4.97058 -0.86808 -7.16178 0.0 0.0 0.0 0.373
H -6.27785 -1.34888 -4.75534 0.0 0.0 0.0 0.391
H 0.26175 0.63454 3.18799 0.0 0.0 0.0 0.597
H -2.09583 0.89529 3.67397 0.0 0.0 0.0 0.277
H -2.54788 0.72461 1.92441 0.0 0.0 0.0 0.258
H -1.47137 -1.52057 1.81530 0.0 0.0 0.0 0.270
H -1.05339 -1.43537 3.58735 0.0 0.0 0.0 0.281
```
Forces are in eV/Å.

## Properties
**HOMO-LUMO gap**: 9.395 eV
**E**: -1108.1215 Eh

=====

Q: Among the records above, which one has the lowest E?
A: C28H46B2NO22

=====

Q: The highest E belongs to which entry?
A: C17H26N4O3